1.
# C25H31N3OP2Tl

A molecular structure, C25H31N3OP2Tl at a distorted geometry (the ωB97M-V functional and the def2-TZVPD basis, the OMol25 dataset).

Each line ends with the Löwdin charge.
Positions of all 63 atoms, in Å:
C  -1.8408  2.9055  -3.7481  -0.05
C  -1.5906  1.5887  -3.3818  -0.26
C  -0.2203  1.1478  -3.3064  -0.23
C  0.7778  2.1348  -3.0843  -0.19
C  0.4763  3.4812  -3.3128  -0.06
C  -0.8043  3.8523  -3.7158  -0.09
C  2.0878  1.7068  -2.5149  -0.13
C  2.3961  0.2779  -2.8120  -0.18
C  1.3190  -0.6132  -3.0588  -0.22
C  1.5681  -2.0180  -2.8996  -0.25
C  2.8745  -2.4816  -2.9538  -0.06
C  3.9445  -1.5784  -2.8891  -0.10
C  3.7027  -0.2136  -2.7476  -0.05
H  -2.8613  3.2040  -4.0035  0.12
H  1.2749  4.2225  -3.2008  0.11
H  -1.0184  4.8882  -3.9834  0.10
H  2.9012  2.3762  -2.8069  0.12
H  3.0542  -3.5579  -2.9931  0.11
H  4.9672  -1.9527  -2.9156  0.10
H  4.5189  0.4993  -2.6051  0.12
N  0.0452  -0.1878  -3.3050  0.11
Tl  1.9566  1.9768  0.7861  1.04
C  -2.6539  0.6552  -2.8708  -0.28
H  -2.6288  -0.2996  -3.4159  0.08
H  -3.6514  1.1066  -2.9310  0.09
C  0.4013  -2.9110  -2.5333  -0.24
H  -0.4570  -2.7356  -3.1953  0.10
H  0.6735  -3.9749  -2.5357  0.10
P  -2.2995  0.2361  -1.0908  0.87
P  -0.1328  -2.4857  -0.8452  0.90
C  1.2789  -2.3430  0.2484  -0.19
H  0.9849  -1.8343  1.1772  0.04
H  1.6517  -3.3502  0.4879  0.07
H  2.0858  -1.7723  -0.2303  0.06
C  -1.3662  -3.6195  -0.2360  -0.21
H  -0.9720  -4.6454  -0.2686  0.07
H  -1.6213  -3.3581  0.8000  0.05
H  -2.2701  -3.5520  -0.8565  0.07
C  -1.7574  1.8251  -0.3773  -0.25
H  -2.6326  2.4732  -0.2389  0.06
H  -1.2627  1.6593  0.5915  -0.02
H  -1.0536  2.3282  -1.0537  0.03
C  -3.9791  0.0587  -0.4109  -0.29
H  -3.9196  0.0364  0.6845  0.03
H  -4.6062  0.8992  -0.7387  0.05
H  -4.4076  -0.8888  -0.7646  0.04
H  2.0382  1.8531  -1.2441  -0.12
H  -0.7075  -1.1628  -0.9736  -0.07
N  0.6328  2.0565  7.0487  0.18
C  0.8821  2.3254  5.7283  -0.48
O  1.7219  3.1493  5.3714  0.06
C  0.1195  1.5002  4.7354  -0.10
C  -0.5402  0.2931  5.0304  0.01
C  -1.0486  -0.4739  3.9837  -0.03
C  -0.8271  -0.0553  2.6640  -0.13
N  -0.1944  1.0954  2.3826  -0.07
C  0.2036  1.8950  3.3922  -0.14
H  1.0432  2.6907  7.7173  0.12
H  -0.1843  1.5443  7.3442  0.10
H  -0.6359  -0.0413  6.0632  0.12
H  -1.5936  -1.3991  4.1585  0.11
H  -1.1744  -0.6442  1.8090  0.09
H  0.6533  2.8537  3.1060  0.08

Results
Total charge   +1
ΔE to the lowest compared entry with this formula, charge and spin   0.636 eV
Largest force on an atom   0.0442 hartree/bohr

2.
# C25H32AlClIN7O

A molecular structure, C25H32AlClIN7O (the ωB97M-V functional and the def2-TZVPD basis, the OMol25 dataset).

Each line ends with the Löwdin charge.
Positions of all 68 atoms, in Å:
Al  0.0499  0.2538  0.3657  0.28
Cl  -3.9020  4.9386  2.9839  0.77
C  -2.5724  3.9404  2.5396  -0.60
C  -1.3221  4.2173  3.0064  -0.13
C  -0.2068  3.4074  2.6667  -0.64
I  1.6696  3.8640  3.4030  1.02
C  -0.3722  2.3174  1.8592  -0.37
O  0.6051  1.4663  1.4814  -0.06
C  -1.6739  2.0384  1.3664  -0.12
N  -1.7679  0.9367  0.5471  0.10
C  -2.9514  0.5924  0.0562  -0.05
C  -4.1060  1.3215  0.3339  0.00
C  -4.0251  2.4330  1.1398  0.04
C  -2.7885  2.8251  1.6863  -0.15
H  -1.1767  5.0730  3.6517  0.11
H  -2.9844  -0.2854  -0.5778  0.12
H  -5.0497  1.0026  -0.0844  0.13
H  -4.9113  3.0131  1.3633  0.11
C  0.8201  -1.5472  4.2979  0.00
N  0.2883  -1.8226  2.9590  -0.11
C  -1.1653  -1.7422  2.8452  -0.01
C  1.0795  -1.9152  1.8841  -0.33
N  0.5965  -1.4835  0.6927  0.10
C  1.0205  -2.0888  -0.5396  -0.20
C  1.4602  -3.3984  -0.6625  -0.03
C  1.9148  -3.8666  -1.8851  -0.05
C  1.9431  -3.0197  -2.9863  -0.05
C  1.4693  -1.7211  -2.8756  -0.02
C  0.9618  -1.2657  -1.6668  -0.19
N  0.4347  0.0517  -1.4377  0.10
C  -0.0133  0.8414  -2.4413  -0.34
N  -0.7406  0.3733  -3.4663  -0.12
C  -0.6322  0.9273  -4.8201  -0.01
C  -1.5402  -0.8443  -3.3714  -0.01
N  0.2256  2.1545  -2.3533  -0.11
C  1.3593  2.7003  -1.5998  0.00
C  -0.6963  3.1646  -2.8768  -0.01
N  2.3242  -2.3835  2.0085  -0.12
C  2.6872  -3.4456  2.9504  -0.01
C  3.4059  -1.9527  1.1247  0.00
H  0.2591  -0.7130  4.7179  0.10
H  1.8650  -1.2623  4.2337  0.10
H  0.7139  -2.4067  4.9591  0.10
H  -1.6058  -2.2613  3.6945  0.11
H  -1.5006  -2.2241  1.9313  0.10
H  -1.5119  -0.7052  2.8727  0.09
H  1.4646  -4.0492  0.2042  0.13
H  2.2543  -4.8896  -1.9738  0.12
H  2.3326  -3.3684  -3.9331  0.12
H  1.4933  -1.0609  -3.7346  0.12
H  0.1458  1.6827  -4.8623  0.10
H  -1.5772  1.3588  -5.1488  0.10
H  -0.3662  0.1181  -5.5015  0.11
H  -1.7070  -1.1079  -2.3304  0.08
H  -1.0592  -1.6853  -3.8705  0.10
H  -2.5015  -0.6538  -3.8479  0.11
H  2.1384  1.9531  -1.4877  0.10
H  1.0482  3.0570  -0.6158  0.09
H  1.7618  3.5461  -2.1553  0.11
H  -1.6303  2.7046  -3.1838  0.09
H  -0.2574  3.6989  -3.7190  0.11
H  -0.9021  3.8835  -2.0827  0.10
H  1.8024  -3.8528  3.4281  0.10
H  3.3783  -3.0783  3.7093  0.10
H  3.1785  -4.2422  2.3905  0.11
H  3.1213  -1.0535  0.5852  0.10
H  3.6698  -2.7319  0.4089  0.10
H  4.2746  -1.7284  1.7432  0.11

Results
Total charge   +2
DFT total energy   -2430.417447 Ha
Largest force on an atom   0.0082 hartree/bohr

- Which of these has the lowest total charge?
  C25H31N3OP2Tl

- largest force on an atom of number 1 (C25H31N3OP2Tl)?
  0.0442 hartree/bohr